No. 1
# C3H7NO2

A structure of composition C3H7NO2 (ωB97M-V/def2-TZVPD, the Open Molecules 2025 dataset).

```
13
Properties=species:S:1:pos:R:3:forces:R:3:lowdin_charge:R:1
O -0.39711 -1.10751 1.31121 -0.17 0.20 0.14 -0.07
C 0.90611 -0.78840 0.86118 0.28 0.05 -0.11 -0.24
C 0.91917 -0.29702 -0.57478 -0.04 -0.25 0.00 -0.16
O 0.57866 1.09920 -0.70270 0.21 0.12 -0.11 -0.08
C -0.65989 1.56826 -0.79142 0.62 0.02 0.23 -0.30
N -1.76334 0.90523 -0.53902 0.25 0.69 -0.12 0.05
H -0.86140 -0.27671 1.47283 0.05 -0.11 0.16 0.07
H 1.38847 -0.03690 1.50324 -0.10 -0.12 -0.08 0.13
H 1.49681 -1.70956 0.93384 -0.16 0.13 -0.08 0.12
H 1.93371 -0.36769 -0.98337 -0.22 0.05 0.07 0.13
H 0.24745 -0.90911 -1.18706 0.04 0.05 0.06 0.13
H -1.90505 1.99945 -1.02368 -0.66 -0.69 0.14 0.15
H -1.88359 -0.07922 -0.28027 -0.10 -0.14 -0.30 0.08
```
Forces are in eV/Å.

Results
molecular weight = 89.09 g mol⁻¹
highest occupied orbital energy = -8.84 eV

No. 2
# C3H7NO2

The molecule C3H7NO2 (ωB97M-V/def2-TZVPD, the Open Molecules 2025 dataset).

```
13
Properties=species:S:1:pos:R:3:forces:R:3:lowdin_charge:R:1
N -1.36534 -0.69530 -1.22089 0.41 -0.34 0.20 0.15
C -0.34998 0.03915 -0.64739 0.12 -0.27 0.41 -0.49
O 0.36052 0.74047 -1.59299 0.20 0.34 0.23 0.04
C -0.49889 0.45737 0.74233 -0.36 0.17 0.10 -0.11
C 0.75952 -0.34658 0.77901 -0.67 -0.33 0.21 -0.24
O 1.73550 0.41238 1.50733 0.16 0.05 -0.74 -0.07
H -2.21716 -0.87668 -0.71396 0.27 0.13 -0.03 0.10
H -1.34429 -0.94642 -2.19717 0.27 -0.02 0.25 0.10
H 1.24056 0.68714 -1.20055 0.18 0.39 -0.52 0.10
H -1.36958 0.10327 1.28747 -0.16 0.13 0.05 0.11
H -0.28097 1.51143 0.88878 -0.12 0.00 0.11 0.13
H 0.68422 -1.36951 1.14390 -0.17 0.08 -0.04 0.10
H 2.64589 0.28325 1.22413 -0.13 -0.34 -0.22 0.08
```
Forces are in eV/Å.

Results
molecular weight = 89.09 g mol⁻¹
highest occupied orbital energy = -7.38 eV

No. 3
# C3H7NO2

A structure of composition C3H7NO2 (ωB97M-V/def2-TZVPD, the Open Molecules 2025 dataset).

```
13
Properties=species:S:1:pos:R:3:forces:R:3:lowdin_charge:R:1
C 0.96788 -0.19738 -0.70313 -0.89 0.69 0.05 0.05
O 0.76921 -0.96082 1.31761 -0.48 -0.20 0.12 -0.29
O 1.37285 -1.91301 2.15513 -0.68 0.33 -0.03 -0.04
H 0.86917 -2.71665 1.94367 0.20 0.08 0.03 0.09
H 0.42238 -0.68282 -1.50572 -0.09 0.15 -0.08 0.05
H 1.22195 0.83949 -0.90100 0.06 -0.06 -0.25 0.04
H 1.85625 -0.76999 -0.47481 -0.14 0.09 0.27 0.04
C -1.35338 1.34178 -0.67587 -0.23 -0.05 0.12 -0.06
C -0.69188 0.37619 0.23826 1.65 -0.62 -0.70 -0.33
N -0.90083 -0.08897 1.32979 0.52 -0.31 0.38 0.20
H -1.35845 0.95680 -1.69691 0.02 -0.02 0.08 0.08
H -0.79919 2.28265 -0.67569 0.00 -0.09 0.04 0.09
H -2.37596 1.53273 -0.35134 0.05 0.02 -0.05 0.08
```
Forces are in eV/Å.

Results
molecular weight = 89.09 g mol⁻¹
highest occupied orbital energy (alpha / beta) = -9.37 / -9.37 eV

| no. | largest force on an atom (eV/A) | energy (eV) |
| --- | --- | --- |
| 1 | 0.97 | -8805.282 |
| 2 | 0.78 | -8806.750 |
| 3 | 1.90 | -8801.918 |